1.
C18H22F6IrN3O10S2 | ωB97M-V/def2-TZVPD

Geometry as XYZ:
```
62
Properties=species:S:1:pos:R:3:nbo_charge:R:1
Ir -0.773 0.784 -0.389 1.26
C 6.489 0.170 2.229 -0.26
O 5.509 0.296 1.212 -0.48
C 4.217 0.430 1.579 0.37
C 3.783 0.354 2.917 -0.36
C 2.445 0.494 3.171 -0.09
C 1.492 0.722 2.160 -0.34
C 0.104 0.889 2.486 0.66
C -0.443 0.507 3.829 -0.71
O -0.723 1.343 1.664 -0.67
C 1.948 0.780 0.807 0.52
O 1.197 0.937 -0.252 -0.70
C 3.317 0.635 0.555 -0.36
H 7.448 0.166 1.719 0.20
H 6.370 -0.766 2.780 0.18
H 6.450 1.013 2.923 0.18
H 4.473 0.186 3.728 0.22
H 2.118 0.455 4.200 0.21
H 0.213 0.740 4.662 0.23
H -0.590 -0.576 3.799 0.26
H -1.407 0.990 3.969 0.24
H 3.663 0.663 -0.468 0.24
C 0.106 2.025 -4.338 -0.67
C -0.362 1.845 -2.935 0.24
N -0.379 0.696 -2.348 -0.10
O 0.117 -0.370 -3.047 -0.54
C -0.836 2.958 -2.129 0.05
C -1.031 4.341 -2.648 -0.66
N -1.139 2.640 -0.886 0.11
O -1.704 3.395 -0.071 -0.49
H 0.772 1.216 -4.621 0.26
H 0.616 2.981 -4.442 0.23
H -0.748 2.019 -5.018 0.24
H 0.268 -1.088 -2.402 0.53
H -1.581 4.339 -3.590 0.22
H -0.072 4.835 -2.819 0.23
H -1.588 4.920 -1.915 0.26
F -2.876 -4.034 0.469 -0.30
C -2.185 -3.157 1.186 0.73
F -1.742 -3.740 2.289 -0.30
F -3.015 -2.158 1.540 -0.33
S -0.821 -2.417 0.197 2.26
O -1.435 -1.843 -0.984 -0.96
O -0.245 -1.394 1.045 -0.97
N 0.039 -3.690 -0.024 -1.21
S 1.119 -3.682 -1.194 2.25
O 2.226 -4.507 -0.853 -0.89
O 1.347 -2.359 -1.728 -0.97
C 0.229 -4.593 -2.563 0.72
F -0.744 -5.362 -2.079 -0.31
F -0.306 -3.723 -3.419 -0.31
F 1.092 -5.362 -3.219 -0.30
C -5.030 -0.230 -0.495 -0.72
C -3.798 0.479 -0.039 0.68
C -3.722 1.052 1.336 -0.75
O -2.846 0.552 -0.809 -0.57
H -5.936 0.240 -0.119 0.23
H -4.976 -1.240 -0.078 0.26
H -5.044 -0.309 -1.579 0.25
H -4.701 1.388 1.670 0.23
H -2.986 1.857 1.360 0.29
H -3.385 0.266 2.017 0.26
```

Output
**E_LUMO**: -0.12 eV
**Kohn-Sham gap**: 7.938 eV
**Total charge**: 0
**2S+1**: 1
**F_max**: 1.6 eV Å⁻¹
**ΔE to the lowest compared entry with this formula, charge and spin**: 28.8 kcal per mole



2.
C18H22I2N5O4PPt | ωB97M-V/def2-TZVPD

Geometry as XYZ:
```
53
Properties=species:S:1:pos:R:3:nbo_charge:R:1
Pt -0.983 1.997 -2.441 0.84
C 6.805 -5.901 4.219 -0.27
O 6.566 -4.550 4.744 -0.35
C 5.664 -3.765 4.315 0.55
C 5.624 -2.471 4.954 -0.25
C 4.702 -1.574 4.584 -0.09
C 3.751 -1.895 3.525 0.18
C 3.795 -3.215 2.896 -0.11
C 4.712 -4.116 3.278 -0.28
N 2.866 -1.013 3.239 -0.05
N 1.841 -0.891 2.543 -0.03
C 1.669 -0.246 1.424 0.05
C 2.747 0.387 0.700 -0.07
C 2.541 1.099 -0.430 -0.27
C 1.209 1.242 -0.929 0.52
O 0.948 1.929 -1.959 -0.54
C 0.105 0.613 -0.226 0.05
N -1.126 0.843 -0.766 -0.43
C -2.196 0.393 -0.134 0.10
C -2.083 -0.330 1.062 -0.19
C -0.848 -0.585 1.602 -0.12
C 0.295 -0.098 0.946 0.06
H 7.779 -6.170 4.609 0.26
H 6.817 -5.877 3.133 0.21
H 6.035 -6.559 4.614 0.23
H 6.350 -2.275 5.732 0.29
H 4.635 -0.600 5.050 0.27
H 3.058 -3.458 2.142 0.25
H 4.731 -5.105 2.844 0.27
H 3.750 0.297 1.098 0.25
H 3.348 1.587 -0.958 0.28
H -3.158 0.611 -0.577 0.24
H -2.983 -0.674 1.553 0.27
H -0.753 -1.141 2.525 0.27
N -6.399 0.723 -4.206 -0.68
C -5.043 1.284 -4.562 -0.62
P -4.416 2.290 -3.141 2.16
O -5.365 2.019 -2.019 -1.14
O -2.951 1.978 -3.046 -1.12
C -4.654 4.103 -3.493 -0.62
N -5.475 4.684 -2.367 -0.68
H -7.165 1.223 -4.664 0.45
H -6.526 0.811 -3.183 0.48
H -6.490 -0.260 -4.474 0.46
H -5.110 1.825 -5.504 0.27
H -4.356 0.452 -4.703 0.28
H -5.185 4.268 -4.429 0.27
H -3.708 4.638 -3.548 0.27
H -4.916 5.269 -1.743 0.46
H -5.850 3.890 -1.811 0.48
H -6.250 5.261 -2.701 0.46
I -0.494 3.442 -4.552 0.21
I 2.144 3.613 -4.767 0.22
```

Output
**E_LUMO**: -11.68 eV
**Kohn-Sham gap**: 6.714 eV
**Total charge**: +4
**2S+1**: 1
**F_max**: 0.8 eV Å⁻¹
**ΔE to the lowest compared entry with this formula, charge and spin**: 2.0 kcal per mole



3.
C18H22N2O3 | ωB97M-V/def2-TZVPD

Geometry as XYZ:
```
45
Properties=species:S:1:pos:R:3:nbo_charge:R:1
C 3.487 4.001 2.149 -0.63
C 3.591 2.507 2.325 -0.07
O 2.460 1.878 1.587 -0.53
C 2.332 0.541 1.754 0.81
C 1.399 -0.216 0.760 -0.42
C 1.646 -1.618 1.030 0.32
N 1.759 -2.784 1.120 -0.31
O 3.001 -0.083 2.563 -0.57
H 4.303 4.497 2.683 0.22
H 3.560 4.293 1.097 0.21
H 2.542 4.365 2.559 0.22
H 4.548 2.147 1.924 0.19
H 3.515 2.231 3.381 0.20
H 1.786 0.089 -0.238 0.27
C -0.656 -0.424 -5.312 -0.08
C -0.344 0.396 -4.068 -0.23
N -0.949 -0.222 -2.893 -0.43
C -0.468 0.144 -1.679 0.05
C -0.711 -0.464 -0.479 -0.34
C -0.113 0.028 0.809 -0.25
C -0.798 -0.640 2.037 -0.02
C -1.156 0.189 3.098 -0.20
C -1.748 -0.338 4.252 -0.21
C -2.063 -1.698 4.325 -0.21
C -1.775 -2.521 3.231 -0.20
C -1.192 -1.978 2.074 -0.20
C -1.899 -1.308 -3.072 -0.25
C -2.751 -1.099 -4.327 -0.07
O -2.061 -0.607 -5.476 -0.53
H -0.371 0.142 -6.212 0.21
H -0.113 -1.391 -5.253 0.17
H 0.748 0.456 -3.930 0.20
H -0.734 1.425 -4.200 0.19
H 0.121 1.071 -1.694 0.19
H -1.387 -1.323 -0.398 0.21
H -0.264 1.113 0.866 0.23
H -0.984 1.258 2.997 0.21
H -1.994 0.324 5.077 0.21
H -2.455 -2.133 5.244 0.22
H -2.023 -3.580 3.258 0.22
H -1.072 -2.617 1.193 0.22
H -1.389 -2.283 -3.182 0.19
H -2.571 -1.346 -2.212 0.22
H -3.202 -2.052 -4.656 0.19
H -3.556 -0.371 -4.114 0.18
```

Output
**E_LUMO**: 0.56 eV
**Kohn-Sham gap**: 8.398 eV
**Total charge**: 0
**2S+1**: 1
**F_max**: 4.2 eV Å⁻¹
**ΔE to the lowest compared entry with this formula, charge and spin**: 86.0 kcal per mole



4.
C18H22N2O3S2 | ωB97M-V/def2-TZVPD

Geometry as XYZ:
```
47
Properties=species:S:1:pos:R:3:nbo_charge:R:1
C 5.726 0.544 1.944 -0.61
H 6.485 -0.106 2.373 0.21
H 5.806 1.518 2.423 0.20
H 5.934 0.656 0.883 0.20
C 4.346 -0.061 2.166 -0.44
C 3.193 0.713 1.580 0.09
C 1.926 0.142 1.662 -0.28
C 0.815 0.801 1.157 0.15
C 0.969 2.052 0.560 -0.26
C 2.224 2.616 0.475 -0.19
C 3.334 1.955 0.980 -0.27
H 4.302 2.422 0.902 0.21
H 2.344 3.585 0.012 0.21
H 0.102 2.567 0.171 0.23
N -0.487 0.280 1.209 -0.63
C -0.892 -0.925 1.672 0.69
O -0.153 -1.776 2.125 -0.62
C -2.408 -1.191 1.631 -0.31
C -3.243 -0.174 0.856 -0.23
N -2.843 -0.223 -0.531 -0.72
S -2.709 1.159 -1.417 2.36
O -2.230 2.154 -0.495 -0.96
O -3.869 1.457 -2.202 -0.92
C -1.409 0.723 -2.536 -0.58
C -1.397 0.918 -3.884 -0.19
C -0.191 0.485 -4.474 -0.27
C 0.678 -0.024 -3.559 -0.38
S 0.050 0.018 -1.962 0.52
H 1.658 -0.422 -3.731 0.24
H 0.015 0.551 -5.527 0.23
H -2.227 1.350 -4.410 0.25
C -3.151 -1.474 -1.175 -0.22
C -2.351 -2.576 -0.478 -0.41
C -2.647 -2.582 1.023 -0.40
H -3.685 -2.875 1.192 0.20
H -1.997 -3.301 1.522 0.24
H -1.286 -2.391 -0.631 0.21
H -2.601 -3.544 -0.913 0.22
H -4.228 -1.686 -1.116 0.19
H -2.876 -1.387 -2.229 0.22
H -4.308 -0.434 0.953 0.20
H -3.119 0.848 1.216 0.24
H -2.736 -1.205 2.677 0.24
H -1.170 0.904 0.797 0.43
H 1.805 -0.823 2.124 0.25
H 4.326 -1.070 1.744 0.21
H 4.172 -0.166 3.241 0.21
```

Output
**E_LUMO**: 0.39 eV
**Kohn-Sham gap**: 8.716 eV
**Total charge**: 0
**2S+1**: 1
**F_max**: 1.0 eV Å⁻¹
**ΔE to the lowest compared entry with this formula, charge and spin**: 5.0 kcal per mole



5.
C18H22N2O3S2 | ωB97M-V/def2-TZVPD

Geometry as XYZ:
```
47
Properties=species:S:1:pos:R:3:nbo_charge:R:1
C -8.089 -1.627 -0.585 -0.74
H -8.899 -2.349 -0.629 0.24
H -7.919 -1.204 -1.571 0.22
H -8.323 -0.855 0.142 0.22
S -6.630 -2.565 -0.049 0.27
C -5.343 -1.363 0.019 -0.16
C -5.512 -0.021 -0.300 -0.25
C -4.441 0.846 -0.217 -0.17
C -3.187 0.389 0.186 -0.07
C -3.023 -0.961 0.508 -0.16
C -4.089 -1.824 0.424 -0.23
H -3.973 -2.869 0.671 0.22
H -2.051 -1.305 0.824 0.24
C -2.062 1.287 0.277 0.46
N -0.850 0.967 0.629 -0.47
C -0.128 2.126 0.574 0.04
C -0.958 3.136 0.164 0.27
O -2.191 2.601 -0.017 -0.40
C -0.737 4.582 -0.084 -0.66
H 0.175 4.727 -0.660 0.23
H -1.582 4.987 -0.636 0.24
H -0.641 5.124 0.856 0.23
C 1.319 2.162 0.870 -0.54
H 1.652 3.168 1.112 0.24
H 1.576 1.464 1.664 0.25
S 2.278 1.652 -0.610 0.18
C 1.962 -0.142 -0.508 -0.64
C 2.852 -0.781 0.540 0.67
O 2.384 -1.205 1.580 -0.63
N 4.179 -0.820 0.288 -0.44
C 4.870 -0.407 -0.912 -0.24
H 4.194 0.058 -1.625 0.22
C 5.553 -1.632 -1.536 -0.08
O 6.431 -2.246 -0.623 -0.52
C 5.750 -2.653 0.545 -0.08
C 5.071 -1.465 1.232 -0.26
H 4.482 -1.796 2.088 0.25
H 5.829 -0.744 1.557 0.19
H 6.503 -3.098 1.196 0.20
H 4.992 -3.410 0.293 0.17
H 6.160 -1.338 -2.394 0.20
H 4.785 -2.352 -1.861 0.16
H 5.637 0.325 -0.633 0.20
H 2.115 -0.559 -1.502 0.24
H 0.920 -0.264 -0.207 0.28
H -4.573 1.888 -0.465 0.22
H -6.470 0.361 -0.615 0.22
```

Output
**E_LUMO**: 0.63 eV
**Kohn-Sham gap**: 8.266 eV
**Total charge**: 0
**2S+1**: 1
**F_max**: 1.2 eV Å⁻¹
**ΔE to the lowest compared entry with this formula, charge and spin**: 11.1 kcal per mole



Question: The highest F_max belongs to which entry?
Answer: C18H22N2O3